12
Properties=species:S:1:pos:R:3:mulliken_charge:R:1 method="wB97M-V/def2-TZVPD" e_above_lowest_kcal_mol=0.6 homo_energy_ev=-11.597 gap_ev=12.5 charge=0 e_tot_ha=-211.3597
C -0.815 0.019 1.125 -1.17
C 0.180 0.763 0.258 -0.36
C 0.427 0.097 -1.101 -0.38
C 0.715 -1.331 -0.990 0.22
N 0.951 -2.453 -0.893 -0.41
H -0.946 0.533 2.079 0.33
H -0.463 -0.987 1.362 0.36
H -1.795 -0.061 0.653 0.30
H 1.127 0.854 0.793 0.28
H -0.185 1.776 0.084 0.28
H 1.253 0.580 -1.623 0.28
H -0.448 0.209 -1.748 0.26